Formula: C5H9Cl2O4P
Source: OMol25
Level of theory: the ωB97M-V functional and the def2-TZVPD basis

As for the total energy: -47849.105 eV. The LUMO energy comes out at 0.0229 hartree. The orbital gap comes out at 0.3129 Eh. As for the multiplicity: 1. As for the energy relative to the best compared isomer or geometry (same formula, charge and spin): 91.9 kcal per mole.

Each line ends with the natural charge from an NBO analysis.
Cartesian coordinates (Å):
1 C 0.546 -1.645 0.871  -0.13
2 C 2.869 -0.155 -1.219  0.11
3 C -0.538 -2.915 -0.840  -0.29
4 C -1.189 1.719 -1.080  -0.26
5 C 1.283 1.223 2.199  -0.25
6 O 1.508 0.183 -1.342  -0.85
7 O -0.039 -2.683 0.421  -0.49
8 O -0.888 0.360 -0.745  -0.82
9 O 0.706 1.243 0.926  -0.81
10 P 0.540 -0.006 -0.045  2.19
11 Cl 3.728 1.168 -0.463  -0.09
12 Cl 2.593 -1.626 0.397  -0.13
13 H -1.542 -3.418 -0.822  0.21
14 H 0.185 -3.664 -1.390  0.20
15 H -0.667 -2.023 -1.564  0.20
16 H -1.595 1.743 -2.152  0.20
17 H -0.283 2.473 -0.895  0.21
18 H -1.968 2.009 -0.434  0.19
19 H 2.394 0.976 2.092  0.20
20 H 0.850 0.508 2.799  0.20
21 H 1.230 2.256 2.647  0.20

Formula: C5H8O
Source: OMol25
Level of theory: the ωB97M-V functional and the def2-TZVPD basis

As for the total energy: -7360.141 eV. The LUMO energy comes out at 0.0095 hartree. The orbital gap comes out at 0.3762 Eh. As for the multiplicity: 1. As for the energy relative to the best compared isomer or geometry (same formula, charge and spin): 48.8 kcal per mole. As for the SMILES: C=CC=O.C=C.

Each line ends with the natural charge from an NBO analysis.
Cartesian coordinates (Å):
1 C 0.929 1.118 -1.698  -0.39
2 C -0.368 1.291 -1.465  -0.39
3 C -0.184 -2.027 0.723  -0.31
4 C -0.719 -0.837 0.988  -0.30
5 C 0.035 0.159 1.780  0.40
6 O -0.356 1.285 1.998  -0.52
7 H 1.681 1.458 -0.988  0.19
8 H 1.295 0.657 -2.613  0.19
9 H -0.722 1.753 -0.546  0.21
10 H -1.124 0.933 -2.162  0.19
11 H 0.808 -2.292 1.088  0.20
12 H -0.705 -2.775 0.130  0.21
13 H -1.698 -0.534 0.621  0.22
14 H 1.012 -0.199 2.176  0.11

Formula: C4H13N2
Source: OMol25
Level of theory: the ωB97M-V functional and the def2-TZVPD basis

As for the total energy: -7332.328 eV. Its net charge is +1. The LUMO energy comes out at -0.1045 hartree. The orbital gap comes out at 0.4244 Eh. As for the multiplicity: 1. As for the energy relative to the best compared isomer or geometry (same formula, charge and spin): 26.7 kcal per mole. As for the SMILES: CC[NH2+]CCN.

Each line ends with the natural charge from an NBO analysis.
Cartesian coordinates (Å):
1 C -1.077 -0.719 1.489  -0.25
2 N -2.320 -0.309 0.780  -0.87
3 C -0.098 0.384 1.022  -0.23
4 N -0.159 0.505 -0.515  -0.52
5 C 0.844 -0.298 -1.308  -0.22
6 C 2.153 0.412 -1.389  -0.63
7 H -1.044 -0.686 2.699  0.23
8 H -0.847 -1.718 1.152  0.22
9 H -2.883 0.368 1.244  0.38
10 H -2.895 -1.141 0.725  0.39
11 H -0.464 1.306 1.478  0.23
12 H 0.977 0.272 1.300  0.23
13 H -1.071 0.170 -0.835  0.47
14 H -0.124 1.501 -0.734  0.43
15 H 0.425 -0.562 -2.323  0.23
16 H 1.023 -1.225 -0.791  0.22
17 H 2.452 0.515 -0.323  0.21
18 H 2.937 -0.165 -1.824  0.26
19 H 2.172 1.390 -1.847  0.23

Formula: NO4S2
Source: OMol25
Level of theory: the ωB97M-V functional and the def2-TZVPD basis

As for the total energy: -31349.360 eV. Its net charge is -1. The LUMO energy comes out at 0.1256 hartree. The orbital gap comes out at 0.3079 Eh. As for the multiplicity: 1. As for the energy relative to the best compared isomer or geometry (same formula, charge and spin): 48.3 kcal per mole. As for the SMILES: O=[N+]([O-])S(=O)(=O)[S-].

Each line ends with the natural charge from an NBO analysis.
Cartesian coordinates (Å):
1 N -0.926 0.459 -0.040  0.37
2 O 1.134 -0.738 1.486  -0.93
3 O -1.144 1.577 0.361  -0.41
4 O -1.644 -0.230 -0.714  -0.41
5 O 1.064 -1.418 -0.953  -0.91
6 S 2.293 1.052 -0.363  -0.55
7 S 1.063 -0.370 0.086  1.84

Formula: C5H31NO12
Source: OMol25
Level of theory: the ωB97M-V functional and the def2-TZVPD basis

As for the total energy: -31751.687 eV. The LUMO energy comes out at 0.0128 hartree. The orbital gap comes out at 0.3828 Eh. As for the multiplicity: 1. As for the energy relative to the best compared isomer or geometry (same formula, charge and spin): 1.8 kcal per mole. As for the SMILES: C[C@@H](O)[C@@H](C)NC=O.O.O.O.O.O.O.O.O.O.O.

Each line ends with the natural charge from an NBO analysis.
Cartesian coordinates (Å):
1 O -0.484 3.588 -2.242  -0.65
2 C 0.556 3.244 -1.709  0.54
3 N 0.858 1.976 -1.375  -0.61
4 C 1.941 1.609 -0.486  -0.06
5 C 1.350 1.120 0.851  0.09
6 C 0.864 2.290 1.677  -0.64
7 O 0.283 0.212 0.561  -0.79
8 C 2.841 0.561 -1.145  -0.61
9 H 1.330 3.982 -1.452  0.11
10 H 0.141 1.289 -1.533  0.41
11 H 2.524 2.488 -0.300  0.20
12 H 2.127 0.580 1.398  0.19
13 H 0.117 2.893 1.141  0.21
14 H 1.690 2.949 1.954  0.22
15 H 0.408 1.966 2.605  0.22
16 H -0.525 0.448 1.049  0.52
17 H 3.551 0.160 -0.425  0.22
18 H 2.236 -0.240 -1.568  0.21
19 H 3.408 1.036 -1.941  0.21
20 H 0.818 -1.477 0.148  0.51
21 H 2.096 -2.285 0.487  0.52
22 O 1.263 -2.331 -0.049  -1.04
23 H -2.019 2.162 -2.542  0.50
24 H -2.257 0.663 -2.199  0.50
25 O -2.709 1.535 -2.271  -1.00
26 H -2.085 -1.582 -0.192  0.50
27 H -2.304 -0.912 1.151  0.49
28 O -2.335 -1.800 0.745  -1.00
29 H 0.932 -2.360 4.260  0.47
30 H 0.638 -3.210 2.987  0.52
31 O 1.365 -2.908 3.604  -1.00
32 H -2.524 -1.512 -2.404  0.49
33 H -0.968 -1.568 -2.324  0.52
34 O -1.768 -1.096 -1.974  -1.01
35 H 0.143 -3.397 1.022  0.49
36 H -1.228 -3.006 1.538  0.51
37 O -0.475 -3.602 1.738  -1.00
38 H 0.811 -2.557 -1.743  0.52
39 H 1.129 -2.209 -3.246  0.48
40 O 0.432 -2.505 -2.648  -0.99
41 H 2.572 -2.185 2.566  0.52
42 H 3.964 -2.538 1.930  0.48
43 O 3.222 -1.907 1.871  -1.00
44 H -2.445 1.070 2.697  0.49
45 H -2.665 1.436 1.217  0.52
46 O -2.142 0.838 1.812  -1.01
47 H -3.312 2.105 -0.755  0.52
48 H -3.574 3.343 0.133  0.48
49 O -3.565 2.379 0.163  -0.99

Formula: C40H45N7O6Ti
Source: OMol25
Level of theory: the ωB97M-V functional and the def2-TZVPD basis

As for the total energy: -88003.861 eV. Its net charge is +4. The LUMO energy comes out at -0.4460 hartree. The orbital gap comes out at 0.2437 Eh. As for the multiplicity: 1.

Each line ends with the Löwdin charge.
Cartesian coordinates (Å):
1 Ti 0.163 -0.717 -0.177  1.31
2 C 2.507 5.827 0.792  0.00
3 C 1.700 4.611 0.531  -0.22
4 C 0.363 4.528 0.879  0.07
5 C -0.443 3.363 0.769  -0.06
6 C -1.800 3.655 1.128  0.04
7 N -2.831 2.976 1.527  0.10
8 C -2.926 1.586 1.889  -0.15
9 C -2.939 1.441 3.421  -0.11
10 C -3.017 -0.029 3.827  -0.12
11 N -1.810 -0.712 3.425  0.09
12 C -1.086 -1.480 4.177  0.05
13 C 0.122 -2.108 3.793  -0.10
14 C 0.698 -2.970 4.752  0.08
15 C 1.896 -3.633 4.544  -0.22
16 C 2.474 -4.532 5.574  -0.01
17 C 2.551 -3.378 3.338  0.08
18 C 2.048 -2.501 2.370  -0.10
19 C 2.951 -2.120 1.311  -0.06
20 N 2.697 -1.317 0.349  0.04
21 C 3.864 -0.831 -0.380  -0.17
22 C 3.721 -0.872 -1.905  -0.11
23 C 2.254 -0.688 -2.327  -0.17
24 N 1.531 0.151 -1.376  -0.09
25 C 2.000 1.338 -1.212  -0.03
26 C 1.469 2.342 -0.336  -0.08
27 C 2.210 3.517 -0.165  0.09
28 C 0.177 2.165 0.260  -0.18
29 O -0.380 0.980 0.212  -0.15
30 C 0.792 -1.866 2.540  -0.20
31 O 0.287 -1.061 1.622  -0.18
32 H 1.909 6.624 1.222  0.10
33 H 2.972 6.193 -0.122  0.11
34 H 3.318 5.606 1.486  0.11
35 H -0.086 5.418 1.289  0.14
36 H -2.005 4.721 1.066  0.16
37 H -3.675 3.516 1.718  0.19
38 H -2.086 1.058 1.429  0.10
39 H -3.865 1.192 1.491  0.14
40 H -3.810 1.952 3.833  0.14
41 H -2.045 1.897 3.851  0.14
42 H -3.882 -0.505 3.352  0.15
43 H -3.139 -0.107 4.909  0.15
44 H -1.469 -0.535 2.476  0.12
45 H -1.437 -1.661 5.189  0.17
46 H 0.175 -3.115 5.686  0.14
47 H 2.264 -4.165 6.577  0.10
48 H 3.550 -4.635 5.455  0.10
49 H 2.033 -5.528 5.502  0.11
50 H 3.509 -3.852 3.161  0.15
51 H 3.971 -2.502 1.445  0.15
52 H 4.013 0.207 -0.052  0.13
53 H 4.768 -1.387 -0.100  0.14
54 H 4.074 -1.824 -2.303  0.13
55 H 4.358 -0.103 -2.342  0.13
56 H 1.766 -1.668 -2.354  0.10
57 H 2.224 -0.250 -3.332  0.14
58 H 2.836 1.668 -1.831  0.17
59 H 3.201 3.591 -0.591  0.15
60 O 1.948 1.096 -5.795  0.10
61 N 0.979 1.787 -6.029  -0.35
62 O 0.822 2.565 -6.916  0.19
63 C -0.062 1.687 -5.002  -0.07
64 C -0.733 2.796 -4.615  0.10
65 C -1.618 2.711 -3.501  -0.11
66 C -2.568 3.714 -3.246  0.05
67 C -3.466 3.534 -2.219  0.00
68 C -3.346 2.384 -1.435  -0.12
69 N -2.425 1.458 -1.604  0.10
70 C -1.591 1.572 -2.653  -0.14
71 C -0.828 0.410 -3.050  -0.12
72 N -0.823 -0.731 -2.299  0.05
73 C -0.586 -1.869 -2.952  -0.11
74 C -0.225 -1.957 -4.295  0.02
75 C 0.052 -0.792 -4.975  0.06
76 C -0.245 0.426 -4.343  -0.07
77 H -0.636 3.725 -5.160  0.15
78 H -2.625 4.577 -3.892  0.14
79 H -4.262 4.239 -2.041  0.13
80 H -4.070 2.185 -0.657  0.11
81 H -0.720 -2.786 -2.396  0.10
82 H -0.127 -2.918 -4.773  0.14
83 H 0.439 -0.819 -5.982  0.15
84 C -3.091 -1.334 -0.516  -0.03
85 O -1.885 -1.595 0.228  -0.30
86 C -1.854 -2.931 0.748  -0.12
87 C -0.900 -3.819 -0.048  -0.13
88 O 0.309 -3.091 -0.330  -0.30
89 C 1.311 -4.021 -0.786  -0.03
90 H -3.224 -2.056 -1.324  0.12
91 H -3.006 -0.323 -0.930  0.06
92 H -3.950 -1.397 0.158  0.11
93 H -2.855 -3.373 0.728  0.16
94 H -1.517 -2.880 1.787  0.12
95 H -1.362 -4.155 -0.988  0.14
96 H -0.666 -4.711 0.546  0.16
97 H 1.541 -4.747 0.000  0.12
98 H 2.215 -3.470 -1.036  0.08
99 H 0.963 -4.567 -1.669  0.12

| no. | highest occupied orbital energy (eV) |
| --- | --- |
| 1 | -7.89 |
| 2 | -9.98 |
| 3 | -14.39 |
| 4 | -4.96 |
| 5 | -10.07 |
| 6 | -18.77 |